No. 1
Density functional theory data (wB97M-V/def2-TZVPD) for a molecular structure, C4H6ClNiO3 in a non-equilibrium geometry.

CARTESIAN COORDINATES (ANGSTROEM)
Ni1 -3.76682 1.13276 -1.89438
Cl1 -5.19568 2.30407 -0.71173
C1 -0.84196 0.14226 -0.35396
C2 0.64038 -0.04682 -0.35649
C3 1.33996 0.37280 0.98643
O1 2.19626 -0.67688 1.29003
C4 2.00811 -1.72762 0.48185
O2 2.60666 -2.75750 0.54746
O3 0.95368 -1.51163 -0.41975
H1 -0.99999 1.17465 -0.25611
H2 -1.41284 -0.26292 0.50238
H3 -1.22401 -0.12599 -1.33257
H4 1.24084 0.41048 -1.14225
H5 0.47642 0.39275 1.71289
H6 1.97901 1.17962 0.94618

Output
**LUMO (spin up / spin down)**: -7.8367 / -9.5335 eV
**Multiplicity**: 3
**HOMO level (spin up / spin down)**: -13.5 / -13.5 eV
**<S²>**: 2.009
**HOMO-LUMO gap (spin up / spin down)**: 0.2070 / 0.1446 Eh
**Charge**: +1



No. 2
Density functional theory data (wB97M-V/def2-TZVPD) for 2 unconnected molecules or ions with the total composition C4H8NS in a non-equilibrium geometry.

CARTESIAN COORDINATES (ANGSTROEM)
C1 -0.59993 -1.91405 -0.09899
C2 0.63478 1.23550 1.67973
C3 -0.59418 0.95152 1.07052
C4 0.31994 -0.15534 -1.71661
N1 -0.23881 -0.75342 -0.53367
S1 -0.13241 2.45989 0.55719
H1 -0.65651 -2.94970 -0.52441
H2 -1.09720 -1.79469 0.76409
H3 0.73181 1.44943 2.73808
H4 1.54203 0.87909 1.14740
H5 -1.48566 0.52497 0.95449
H6 0.73425 0.80611 -1.40467
H7 -0.45268 -0.06845 -2.46857
H8 1.29457 -0.67085 -2.16457

Output
**LUMO (spin up / spin down)**: -4.5295 / -8.4164 eV
**Multiplicity**: 3
**HOMO level (spin up / spin down)**: -11.4 / -13.8 eV
**<S²>**: 2.015
**HOMO-LUMO gap (spin up / spin down)**: 0.2538 / 0.1990 Eh
**Charge**: +1
**Energy relative to the best compared isomer or geometry (same formula, charge and spin)**: 78.1 kcal/mol



No. 3
Density functional theory data (wB97M-V/def2-TZVPD) for 2 unconnected molecules or ions with the total composition C5H17N3O.

CARTESIAN COORDINATES (ANGSTROEM)
C1 -0.53430 -2.90957 -0.39601
C2 -0.25958 -1.42639 -0.12984
N1 -0.36099 -0.69506 -1.40967
C3 1.11136 -1.18408 0.58401
C4 1.04967 -0.12014 1.67724
O1 1.62280 -2.38672 1.16753
H1 -0.64776 -3.45373 0.54806
H2 0.27684 -3.37281 -0.96798
H3 -1.46603 -3.04928 -0.95565
H4 -1.06918 -1.05296 0.50828
H5 0.42593 -0.97247 -2.00087
H6 -1.19203 -1.01197 -1.91074
H7 1.86226 -0.87443 -0.15315
H8 1.92008 -0.19062 2.33888
H9 0.16452 -0.25344 2.30919
H10 1.03109 0.88678 1.26223
H11 1.11998 -2.55348 1.98438
C5 0.34871 2.93317 -1.04881
N2 -0.56229 2.13122 -0.24588
N3 -1.48527 2.96515 0.45916
H12 1.01975 3.51561 -0.40951
H13 0.97295 2.27142 -1.65878
H14 -0.18580 3.60685 -1.72599
H15 -0.97520 1.38067 -0.81868
H16 -2.17791 3.39291 -0.15812
H17 -2.00961 2.42337 1.15072

Output
**LUMO**: 0.9169 eV
**Multiplicity**: 1
**HOMO level**: -8.3 eV
**HOMO-LUMO gap**: 0.3390 Eh
**Energy relative to the best compared isomer or geometry (same formula, charge and spin)**: 42.8 kcal/mol
**SMILES string**: C[C@H](N)[C@@H](C)O.CNN



No. 4
Density functional theory data (wB97M-V/def2-TZVPD) for 14 unconnected molecules or ions with the total composition C34H72N6O22 in a non-equilibrium geometry.

CARTESIAN COORDINATES (ANGSTROEM)
C1 -16.83166 -4.69337 1.98224
C2 -15.55089 -5.37179 1.42077
O1 -14.82966 -4.90925 0.56526
N1 -15.29767 -6.54800 2.11479
H1 -15.84640 -6.74608 2.90297
H2 -15.01424 -10.48657 6.00843
C3 -14.28491 -7.48395 1.72658
H3 -17.65382 -4.80269 1.20512
H4 -16.67513 -3.58677 2.07760
H5 -17.17859 -5.22726 2.83051
H6 -14.63270 -8.57398 1.66917
H7 -13.34894 -7.39196 2.37714
H8 -14.02220 -7.29473 0.72855
C4 -21.61372 -13.87219 -1.16564
C5 -22.16813 -14.14561 0.22505
O2 -23.21617 -14.67342 0.52684
N2 -21.43793 -13.54365 1.23302
H9 -20.47922 -13.50959 1.06303
H10 -21.41855 -11.64556 1.01753
C6 -21.83129 -13.65755 2.60785
H11 -20.64901 -14.21848 -1.36956
H12 -21.68398 -12.81250 -1.47760
H13 -22.36567 -14.25657 -1.78856
H14 -21.25629 -13.15465 3.42419
H15 -21.84203 -14.68093 3.09688
H16 -22.79795 -13.27191 2.66757
C7 -20.94624 -5.17356 2.38818
C8 -22.02677 -5.83916 3.12904
O3 -23.23716 -5.52536 2.98641
N3 -21.70267 -6.84438 3.96708
H17 -20.71386 -7.22811 3.99522
H18 -18.58439 -9.37116 2.09088
C9 -22.64879 -7.55695 4.86993
H19 -20.49491 -4.37685 2.96076
H20 -21.32246 -4.69217 1.48549
H21 -20.25980 -5.89537 1.96674
H22 -23.14276 -8.42914 4.48126
H23 -23.42993 -6.84632 5.19421
H24 -22.08910 -7.88379 5.78114
C10 -12.10043 -15.14629 -0.84747
C11 -12.17930 -13.59947 -0.86756
O4 -11.63841 -12.83649 -1.67571
N4 -12.72819 -13.04961 0.21227
H25 -12.70831 -19.71520 0.54319
H26 -12.66340 -12.04200 0.25947
C12 -13.82845 -13.60317 0.96424
H27 -11.10895 -15.37150 -1.30439
H28 -12.94449 -15.63422 -1.30193
H29 -12.13160 -15.64091 0.13023
H30 -14.67147 -12.90815 0.83841
H31 -13.56913 -13.85253 1.95814
H32 -14.16727 -14.53785 0.44629
C13 -18.63147 -13.44629 6.04405
C14 -18.06331 -14.91131 5.86123
O5 -18.93325 -15.75787 5.65263
N5 -16.73328 -15.15220 5.77198
H33 -16.50144 -15.96375 2.17725
H34 -16.10244 -14.50464 6.30220
C15 -16.17391 -16.44834 5.51392
H35 -17.84059 -12.71689 5.99842
H36 -19.25795 -13.40405 6.94774
H37 -19.37648 -13.33583 5.19665
H38 -15.88285 -16.55825 4.50603
H39 -16.73787 -17.31951 5.95977
H40 -15.17017 -16.36619 5.97925
C16 -19.71513 -12.19106 -4.58030
C17 -18.94918 -13.52612 -4.58555
O6 -18.79831 -14.09375 -5.66752
N6 -18.30412 -13.90961 -3.44735
H41 -15.82359 -13.49666 -4.99740
H42 -18.58943 -13.47640 -2.57306
C18 -17.81619 -15.27815 -3.23667
H43 -19.08009 -11.48609 -5.05211
H44 -19.84261 -11.84138 -3.53027
H45 -20.65485 -12.30732 -5.14483
H46 -16.70932 -15.13271 -3.08534
H47 -17.99207 -15.72711 -4.18434
H48 -18.41824 -15.89528 -2.58751
C19 -18.81488 -15.28421 2.40626
C20 -18.05562 -15.49259 1.09965
O7 -18.47615 -15.42689 -0.03206
O8 -16.75595 -15.79522 1.25307
H49 -18.15922 -15.31008 3.26098
H50 -19.59733 -15.98096 2.67299
H51 -19.28844 -14.34573 2.32853
C21 -13.73019 -11.39196 -3.68984
C22 -15.05830 -11.88582 -4.23283
O9 -15.03400 -13.20397 -4.58451
O10 -15.93682 -11.19070 -4.60208
H52 -12.81615 -11.51182 -4.32068
H53 -13.46960 -11.82748 -2.65390
H54 -13.92760 -10.32808 -3.60552
C23 -16.69578 -9.37608 -0.51893
C24 -17.79291 -9.04496 0.43042
O11 -18.57315 -8.14917 0.24438
O12 -17.81317 -9.77959 1.55107
H55 -15.88762 -9.86927 -0.02095
H56 -16.30851 -8.44629 -1.01229
H57 -17.08820 -10.11540 -1.23276
C25 -21.46051 -8.58409 1.13383
C26 -21.20786 -9.83757 0.42498
O13 -21.19517 -10.85232 1.39479
O14 -21.07899 -10.01092 -0.74388
H58 -22.43500 -8.19486 1.19729
H59 -20.81839 -7.77203 0.74940
H60 -21.28851 -8.73771 2.17768
C27 -11.31245 -16.67416 7.02028
C28 -12.47601 -16.82709 6.09994
O15 -13.11369 -17.87805 6.11012
O16 -12.74429 -15.72927 5.54961
H61 -10.36543 -16.86792 6.42571
H62 -11.35241 -17.32096 7.93961
H63 -11.08513 -15.56665 7.30339
C29 -17.41797 -8.90917 5.33440
C30 -18.00589 -8.25520 4.10050
O17 -19.12939 -8.55431 3.58712
O18 -17.25655 -7.34087 3.70326
H64 -16.36225 -8.80003 5.25971
H65 -17.74831 -9.93046 5.54244
H66 -17.71632 -8.44921 6.29680
C31 -12.67455 -12.46623 5.16727
C32 -13.90401 -11.94907 5.81976
O19 -14.59844 -12.71091 6.44442
O20 -14.10456 -10.63339 5.63704
H67 -11.72764 -12.09401 5.54573
H68 -12.71643 -12.17193 4.13234
H69 -12.66684 -13.56470 5.24022
C33 -13.83677 -17.91612 3.09029
C34 -13.55026 -18.38686 1.67625
O21 -13.99320 -17.83656 0.66249
O22 -12.72165 -19.44891 1.52258
H70 -14.88490 -18.23905 3.24839
H71 -13.81060 -16.77931 3.19428
H72 -13.12071 -18.40060 3.74917

Output
**LUMO**: 3.5325 eV
**Multiplicity**: 1
**HOMO level**: -4.2 eV
**HOMO-LUMO gap**: 0.2845 Eh
**Charge**: -2



No. 5
Density functional theory data (wB97M-V/def2-TZVPD) for a molecular structure, C38H41BN14OSSeYb.

CARTESIAN COORDINATES (ANGSTROEM)
Yb1 -0.62923 0.66940 0.49142
C1 -1.44241 4.35756 -4.60985
C2 -0.34345 3.30053 -4.69626
N1 -0.72524 2.04372 -4.06678
C3 -0.63008 1.80573 -2.74351
S1 -1.34605 0.34077 -2.18339
N2 -0.06976 2.77359 -2.03246
N3 0.21323 2.55191 -0.73818
C4 0.63870 3.59827 -0.09137
C5 0.68361 4.93423 -0.76261
C6 1.16385 3.36203 1.25522
C7 1.59787 4.39171 2.09292
C8 2.18931 4.08459 3.30348
C9 2.35665 2.75265 3.65373
C10 1.87624 1.79168 2.78514
N4 1.27495 2.07115 1.63147
H1 -1.06446 5.31953 -4.95849
H2 -1.77503 4.46495 -3.57710
H3 -2.30030 4.08130 -5.22366
H4 0.55495 3.65537 -4.19891
H5 -0.10494 3.09073 -5.73929
H6 -1.32102 1.41761 -4.58128
H7 -0.33151 5.27256 -0.98243
H8 1.18469 4.82498 -1.72491
H9 1.18756 5.69418 -0.17465
H10 1.47581 5.42272 1.79886
H11 2.53128 4.87267 3.96116
H12 2.84219 2.46597 4.57550
H13 1.97698 0.73881 3.02167
B1 -4.08754 0.31996 1.65922
N5 -3.80908 1.41663 0.59136
C11 -4.75331 2.02559 -0.12960
C12 -4.18619 3.09260 -0.80728
C13 -2.85226 3.06003 -0.43287
N6 -2.62206 2.04971 0.41923
N7 -3.40812 -1.01119 1.22257
C14 -3.97099 -2.21823 1.29520
C15 -3.06706 -3.16408 0.83633
C16 -1.94859 -2.41996 0.49464
N8 -2.15754 -1.11411 0.72983
H14 -5.26848 0.12893 1.68908
H15 -3.65153 0.67820 2.72384
H16 -5.76703 1.66318 -0.11931
H17 -4.67139 3.79002 -1.46736
H18 -2.05879 3.71844 -0.74430
H19 -4.97868 -2.33318 1.65703
H20 -3.20228 -4.22848 0.76000
H21 -1.02166 -2.77690 0.07203
Se1 -0.59145 -2.21435 8.20211
N9 -1.14072 -0.71367 7.47016
C17 -0.83732 -0.76415 6.19684
C18 -1.13234 0.28604 5.24630
C19 -1.79403 1.45689 5.62264
C20 -2.04178 2.41668 4.67072
C21 -1.64216 2.16935 3.36361
N10 -1.01508 1.06277 2.98583
C22 -0.74578 0.12389 3.90773
C23 -0.01425 -1.07485 3.47593
N11 0.41190 -1.14144 2.19735
C24 1.08322 -2.22076 1.81736
C25 1.35646 -3.30285 2.64649
C26 0.93445 -3.24645 3.95248
C27 0.25333 -2.10717 4.38735
C28 -0.16432 -1.95733 5.76560
N12 0.06141 -2.85131 6.69661
H22 -2.09196 1.58205 6.65505
H23 -2.56383 3.33116 4.91213
H24 -1.84842 2.88764 2.58039
H25 1.42471 -2.24873 0.79208
H26 1.89294 -4.15573 2.25628
H27 1.11721 -4.04627 4.65715
C29 4.06354 -3.48672 -5.13898
C30 2.63059 -3.21724 -4.68038
N13 2.23021 -4.03688 -3.54266
C31 1.88589 -5.43182 -3.82303
C32 0.46738 -5.57569 -4.36459
C33 2.02121 -3.57680 -2.29237
O1 1.55907 -4.25946 -1.38330
C34 2.33132 -2.13910 -1.96785
C35 3.58122 -1.54195 -2.06405
C36 3.75029 -0.26547 -1.54930
C37 2.68367 0.35127 -0.91964
N14 1.48308 -0.21937 -0.80504
C38 1.31960 -1.42478 -1.34759
H28 4.35103 -2.76005 -5.89904
H29 4.16062 -4.48154 -5.57215
H30 4.76437 -3.41725 -4.30652
H31 1.94813 -3.42524 -5.50649
H32 2.50880 -2.16810 -4.42336
H33 1.97948 -5.98247 -2.89109
H34 2.61223 -5.82854 -4.53270
H35 -0.24856 -5.17455 -3.64702
H36 0.24013 -6.62853 -4.52886
H37 0.34369 -5.05036 -5.31214
H38 4.41523 -2.06934 -2.50847
H39 4.70541 0.23547 -1.62026
H40 2.78698 1.33695 -0.48186
H41 0.33142 -1.86192 -1.28452

Output
**LUMO (spin up / spin down)**: -3.0272 / -3.0287 eV
**Multiplicity**: 2
**HOMO level (spin up / spin down)**: -10.0 / -10.0 eV
**<S²>**: 0.751
**HOMO-LUMO gap (spin up / spin down)**: 0.2580 / 0.2580 Eh
**Charge**: +1
**Energy relative to the best compared isomer or geometry (same formula, charge and spin)**: 2.1 kcal/mol



No. 6
Density functional theory data (wB97M-V/def2-TZVPD) for a single C14H10N4 molecule in a non-equilibrium geometry.

CARTESIAN COORDINATES (ANGSTROEM)
N1 2.87582 -2.08669 5.03580
C1 2.61862 -1.96933 3.90701
C2 2.36429 -1.58954 2.51022
C3 3.40710 -0.79705 1.89528
N2 4.13189 -0.10586 1.27416
C4 1.13063 -1.81629 1.94447
C5 0.21313 -2.77993 2.59765
N3 -0.62255 -3.56291 2.83951
C6 0.53093 -1.20688 0.64564
C7 0.78351 -1.70256 -0.61823
C8 0.36382 -0.99907 -1.72652
C9 -0.42043 0.10518 -1.53706
C10 -0.83539 0.51598 -0.21202
C11 -0.29676 -0.13074 0.90662
C12 -1.75034 1.67383 -0.11914
C13 -1.52997 2.67714 -1.23608
C14 -1.53544 2.02974 -2.56229
N4 -0.81696 0.78097 -2.73822
H1 1.56443 -2.50809 -0.65494
H2 0.54851 -1.35198 -2.79966
H3 -0.57124 0.19469 1.86985
H4 -2.83893 1.38912 0.04352
H5 -1.54661 2.04171 0.89119
H6 -2.26047 3.49719 -1.30279
H7 -0.47284 3.09251 -1.30704
H8 -2.66876 1.78237 -2.73619
H9 -1.31189 2.79018 -3.31876
H10 -1.05410 0.03629 -3.49196

Output
**LUMO**: -1.5913 eV
**Multiplicity**: 1
**HOMO level**: -8.4 eV
**HOMO-LUMO gap**: 0.2519 Eh
**Energy relative to the best compared isomer or geometry (same formula, charge and spin)**: 56.8 kcal/mol
**SMILES string**: N#CC(C#N)=C(C#N)c1ccc2c(c1)CCCN2



Number 1: E_tot -63942.541 eV. Number 2: E_tot -16588.994 eV. Number 3: E_tot -11977.120 eV. Number 4: E_tot -90417.958 eV. Number 5: E_tot -171369.709 eV. Number 6: E_tot -20637.323 eV.